#P
{
  "formula": "C5H8O2",
  "method": "the ωB97M-V functional and the def2-TZVPD basis",
  "homo_lumo_gap_ev": 9.86,
  "molar_mass_g_mol": 100.12,
  "spin_multiplicity": 1,
  "species": ["C", "C", "O", "C", "C", "C", "O", "H", "H", "H", "H", "H", "H", "H", "H"],
  "xyz": [[1.87340, -0.12430, 0.11954], [0.36125, -0.23387, -0.12259], [0.10756, -0.96407, -1.30939], [-1.03965, -0.62900, 0.67355], [-1.72881, 0.55687, -0.07656], [-0.33861, 1.10375, 0.05364], [0.05474, 2.01515, 0.74758], [2.38945, -1.03224, 0.43543], [2.31140, 0.16422, -0.85585], [2.11685, 0.70696, 0.78628], [0.86405, -0.88385, -1.90020], [-1.37035, -1.62645, 0.38498], [-1.12083, -0.47077, 1.75251], [-1.98209, 0.26339, -1.09621], [-2.49835, 1.15423, 0.40729]]
}

#Q
{
  "formula": "C5H8O2",
  "method": "the ωB97M-V functional and the def2-TZVPD basis",
  "homo_lumo_gap_ev": 9.34,
  "molar_mass_g_mol": 100.12,
  "spin_multiplicity": 1,
  "species": ["O", "C", "C", "C", "C", "O", "C", "H", "H", "H", "H", "H", "H", "H", "H"],
  "xyz": [[-1.82917, 1.11546, 0.68509], [-1.18455, -0.13360, 0.74788], [-0.71572, -0.68365, -0.62172], [0.69750, -0.18529, -0.29931], [1.99809, -0.45732, -0.93113], [0.96958, 1.08613, -0.98430], [0.30436, -0.06725, 1.18021], [-1.28239, 1.70191, 0.14387], [-1.83737, -0.78137, 1.33794], [-1.20427, -0.28535, -1.51603], [-0.72567, -1.77848, -0.65347], [1.80299, 1.42892, -0.60818], [1.77201, -0.83879, -1.94272], [0.61125, 0.83254, 1.72387], [0.62337, -0.95387, 1.73801]]
}

#R
{
  "formula": "C5H8O2",
  "method": "the ωB97M-V functional and the def2-TZVPD basis",
  "homo_lumo_gap_ev": 10.28,
  "molar_mass_g_mol": 100.12,
  "spin_multiplicity": 1,
  "species": ["O", "C", "C", "C", "C", "C", "O", "H", "H", "H", "H", "H", "H", "H", "H"],
  "xyz": [[-1.00495, 1.87293, 1.22133], [-0.16348, 1.06620, 0.92679], [1.35721, 1.10049, 0.84096], [1.26154, -0.14516, -0.09433], [-0.25137, -0.29831, 0.24462], [-1.32760, -0.32325, -0.82891], [-1.41285, -1.60199, -1.43073], [1.81244, 2.03283, 0.49242], [1.79289, 0.85419, 1.81714], [1.90885, -0.97085, 0.21101], [1.42879, 0.04042, -1.16088], [-0.43732, -1.13558, 0.92718], [-2.27985, -0.08539, -0.33537], [-1.15198, 0.47035, -1.57115], [-1.29918, -1.51046, -2.37771]]
}

Best to worst by energy: #R, #P, #Q.

#P
{
  "formula": "C5H13N2",
  "method": "the ωB97M-V functional and the def2-TZVPD basis",
  "homo_lumo_gap_ev": [6.88, 7.18],
  "molar_mass_g_mol": 101.17,
  "charge": 1,
  "spin_multiplicity": 1,
  "species": ["C", "C", "C", "C", "C", "N", "N", "H", "H", "H", "H", "H", "H", "H", "H", "H", "H", "H", "H", "H"],
  "xyz": [[-2.62427, -1.00077, 0.31395], [-0.58263, 0.59493, -1.16105], [1.28330, -0.60648, -0.65802], [2.36902, -1.12423, 0.07055], [0.70791, 1.42378, 0.67379], [0.52094, 0.40269, -0.37758], [-2.27977, 0.20927, 0.05647], [-3.24335, -1.45594, -0.48164], [-2.02437, -1.36414, 1.19163], [-0.91838, 1.66472, -1.13951], [-0.61471, -0.10751, -2.09670], [1.03943, -1.23766, -1.49662], [3.21626, -0.45667, 0.19703], [2.68376, -2.05079, -0.30709], [2.07776, -1.22995, 1.15470], [-0.09768, 2.09218, 0.55435], [0.67443, 0.96959, 1.73394], [1.64313, 1.93819, 0.46687], [-2.71973, 0.75314, -0.65593], [-1.85463, 0.83606, 0.74831]]
}

#Q
{
  "formula": "C5H13N2",
  "method": "the ωB97M-V functional and the def2-TZVPD basis",
  "homo_lumo_gap_ev": 9.33,
  "molar_mass_g_mol": 101.17,
  "charge": 1,
  "spin_multiplicity": 1,
  "species": ["C", "C", "C", "C", "N", "C", "N", "H", "H", "H", "H", "H", "H", "H", "H", "H", "H", "H", "H", "H"],
  "xyz": [[0.55816, 2.79724, 0.99445], [0.46500, 1.93990, -0.25569], [-0.70328, 0.92215, -0.25711], [-0.22527, -0.49810, -0.02911], [0.54252, -0.68045, 1.07006], [-0.56765, -1.42961, -0.93437], [-0.25222, -2.88309, -0.84454], [1.50844, 3.33898, 0.98915], [0.56316, 2.22371, 1.92727], [-0.23379, 3.54106, 1.11859], [0.46942, 2.56351, -1.14396], [1.41722, 1.42869, -0.36249], [-1.15258, 0.95799, -1.24395], [-1.37942, 1.14656, 0.56275], [0.81086, -1.59428, 1.39263], [0.53940, 0.06103, 1.75056], [-1.00198, -1.15271, -1.86838], [-1.11726, -3.42668, -0.76004], [0.15294, -3.16240, -1.74041], [0.36831, -3.11183, -0.07456]]
}

#R
{
  "formula": "C5H13N2",
  "method": "the ωB97M-V functional and the def2-TZVPD basis",
  "homo_lumo_gap_ev": 5.54,
  "molar_mass_g_mol": 101.17,
  "charge": 1,
  "spin_multiplicity": 1,
  "species": ["C", "C", "C", "C", "C", "N", "N", "H", "H", "H", "H", "H", "H", "H", "H", "H", "H", "H", "H", "H"],
  "xyz": [[0.80638, 1.84797, -1.13276], [0.06115, 0.57497, -1.50676], [-1.04237, 0.07031, -0.59952], [-0.54160, -1.02532, 0.41385], [0.45971, -0.63961, 1.52026], [1.59447, -0.19609, 0.93418], [-1.45908, -1.84363, 0.99585], [1.38640, 1.73516, -0.18693], [1.63516, 2.06876, -1.80385], [0.25907, 2.78133, -0.98966], [0.91337, -0.11013, -1.48401], [2.30990, -0.03317, 1.66629], [-1.45656, 0.85303, 0.04884], [-1.76316, -0.45658, -1.22058], [0.01223, 0.06524, 2.26878], [-0.23139, 0.70257, -2.55081], [0.65438, -1.54470, 2.16841], [-2.00386, -2.42087, 0.36148], [0.13612, -1.70144, -0.16564], [-1.73034, -0.72780, 1.26258]]
}

#S
{
  "formula": "C5H13N2",
  "method": "the ωB97M-V functional and the def2-TZVPD basis",
  "homo_lumo_gap_ev": 9.48,
  "molar_mass_g_mol": 101.17,
  "charge": 1,
  "spin_multiplicity": 1,
  "species": ["C", "C", "C", "C", "N", "N", "C", "H", "H", "H", "H", "H", "H", "H", "H", "H", "H", "H", "H", "H"],
  "xyz": [[0.67927, -2.02658, -0.48529], [0.04274, -0.91341, -0.10717], [-1.34306, -0.54581, -0.59588], [-1.74046, 0.93659, -0.41763], [-0.52221, 1.74945, -0.63417], [0.61448, -0.00011, 0.85690], [2.03830, -0.07764, 1.14337], [1.09313, -2.64145, 0.31270], [0.60789, -2.53368, -1.43705], [-1.36007, -0.78170, -1.65230], [-2.09259, -1.15172, -0.10760], [-2.55231, 1.14231, -1.11125], [-2.13806, 1.11532, 0.58090], [-0.59102, 2.59932, -0.07607], [-0.37720, 2.11368, -1.56838], [0.29424, 1.18976, -0.02820], [0.00093, 0.11437, 1.66018], [2.64793, 0.14140, 0.26873], [2.28397, 0.62115, 1.93985], [2.41410, -1.05127, 1.45837]]
}

Best to worst by energy: #Q, #S, #P, #R.

#P
{
  "formula": "C5H13N2",
  "method": "the ωB97M-V functional and the def2-TZVPD basis",
  "homo_lumo_gap_ev": 9.40,
  "molar_mass_g_mol": 101.17,
  "charge": 1,
  "spin_multiplicity": 1,
  "species": ["C", "C", "C", "C", "C", "N", "N", "H", "H", "H", "H", "H", "H", "H", "H", "H", "H", "H", "H", "H"],
  "xyz": [[1.27166, 0.88186, -0.80362], [0.30283, -2.50823, -0.11112], [0.29111, 1.47266, -0.01324], [-0.82376, 2.41053, -0.70462], [0.13881, 1.13170, 1.38239], [-0.04046, -3.72332, 0.27086], [-0.45947, -1.49080, -0.46928], [1.93231, 0.33447, -0.19204], [1.40771, 1.14832, -1.81141], [1.40085, -2.56018, -0.00272], [-0.93327, 2.09962, -1.66531], [-0.46223, 3.51193, -0.75160], [-1.89651, 2.39647, -0.20565], [0.68942, 0.20474, 1.62796], [-0.87882, 0.95680, 1.43833], [0.33476, 1.90752, 2.02609], [0.54296, -4.25070, 0.92971], [-0.96314, -4.03251, 0.09831], [-1.46815, -1.52196, -0.72363], [0.02678, -0.59224, -0.68903]]
}

#Q
{
  "formula": "C5H13N2",
  "method": "the ωB97M-V functional and the def2-TZVPD basis",
  "homo_lumo_gap_ev": 5.08,
  "molar_mass_g_mol": 101.17,
  "charge": 1,
  "spin_multiplicity": 1,
  "species": ["C", "C", "C", "C", "N", "C", "N", "H", "H", "H", "H", "H", "H", "H", "H", "H", "H", "H", "H", "H"],
  "xyz": [[-1.38950, 2.91241, 0.71651], [-0.35611, 1.81568, 0.51358], [0.76202, 2.01178, -0.47331], [-0.41794, 0.91060, -0.67675], [1.20254, -2.61448, 0.52492], [0.80894, -3.73422, -0.17499], [0.08821, -0.46231, -0.24590], [-0.87705, 3.74879, 1.17812], [-1.76050, 3.15744, -0.28199], [-2.22174, 2.52547, 1.29992], [-0.25693, 1.14577, 1.36278], [0.18683, -4.50338, 0.29369], [0.72835, 2.66378, -1.32578], [1.68962, 1.46184, -0.42579], [-0.52192, -1.05524, 0.31690], [-1.46789, 0.61041, -0.74312], [1.55356, -4.15158, -0.85763], [2.16004, -2.63007, 0.91054], [0.19521, -2.90358, -0.75881], [-0.10574, -0.90909, -1.15288]]
}

Best to worst by energy: #P, #Q.

#P
{
  "formula": "C5H13N2",
  "method": "the ωB97M-V functional and the def2-TZVPD basis",
  "homo_lumo_gap_ev": 8.80,
  "molar_mass_g_mol": 101.17,
  "charge": 1,
  "spin_multiplicity": 1,
  "species": ["C", "N", "C", "C", "C", "C", "N", "H", "H", "H", "H", "H", "H", "H", "H", "H", "H", "H", "H", "H"],
  "xyz": [[0.86528, -0.41388, 3.06187], [0.28483, -0.14765, 1.95252], [-0.58803, -1.06446, 1.04388], [0.00081, -1.01973, -0.48326], [0.35415, 0.38544, -1.11313], [0.02510, 0.55448, -2.60131], [-0.41462, 1.38198, -0.26822], [1.92381, -0.18059, 3.20752], [0.12837, -0.87949, 3.72355], [-0.04617, -1.98014, 1.27451], [-1.54857, -1.12926, 1.53508], [0.69465, -1.85149, -0.49669], [-1.01020, -1.18805, -0.91912], [1.42886, 0.59948, -0.95517], [-0.15587, 1.50649, -3.09077], [0.89367, 0.08739, -3.13446], [-0.86061, -0.07062, -2.75636], [0.04780, 2.29553, -0.14765], [-1.30969, 1.84732, -0.53804], [-0.71358, 1.26722, 0.70526]]
}

#Q
{
  "formula": "C5H13N2",
  "method": "the ωB97M-V functional and the def2-TZVPD basis",
  "homo_lumo_gap_ev": 8.94,
  "molar_mass_g_mol": 101.17,
  "charge": 1,
  "spin_multiplicity": 1,
  "species": ["C", "C", "C", "C", "H", "H", "H", "H", "H", "H", "H", "H", "N", "C", "N", "H", "H", "H", "H", "H"],
  "xyz": [[-2.10630, -0.14674, 1.90050], [-0.66505, -0.05423, 1.39838], [-0.32950, 1.22590, 0.74750], [0.81612, 1.87738, 0.83880], [-2.85123, -0.34012, 1.10513], [-2.17346, -0.92691, 2.63422], [-2.45603, 0.78869, 2.41093], [-0.54083, -0.85874, 0.66431], [0.02993, -0.30605, 2.24903], [-1.18132, 1.73397, 0.24600], [0.91004, 2.92095, 0.56469], [1.70441, 1.46433, 1.33817], [2.30801, -0.92873, -1.76341], [1.08562, -0.54716, -2.17919], [-0.00827, -1.27734, -2.25885], [2.44161, -1.87781, -1.45362], [2.92216, -0.18897, -1.43741], [0.97284, 0.51087, -2.45363], [-0.85919, -0.79342, -2.62542], [-0.01954, -2.27588, -1.92615]]
}

Best to worst by energy: #Q, #P.